ORCA calculation (wB97M-V/def2-TZVPD) on one molecule with the formula C16H15FN4O3S2 at a distorted geometry.

```
41
C16H15FN4O3S2, DFT wB97M-V/def2-TZVPD
S 0.05655 -5.64276 -0.62007
S 0.89369 -0.88531 -1.96829
F -3.48116 5.05468 -0.69401
O 1.15282 -1.64593 -3.41785
O 0.72864 0.46223 -2.05729
O 1.26071 -0.92261 1.24829
N -1.32107 -5.15936 0.31908
N 2.52787 -0.94632 -1.33004
N 0.75511 -4.01243 -1.25227
N 1.44075 1.32741 0.85278
C -1.26180 -3.66877 0.09362
C 1.64084 0.17174 0.61680
C -0.64680 2.50451 1.31226
C 0.24756 1.63574 1.88657
C 3.11078 -2.36428 -1.00085
C -2.50057 4.27595 1.38476
C -1.73941 3.32570 1.76054
C -0.70770 2.58781 -0.15775
C -0.09982 -1.81156 -0.92535
C -1.02566 -1.06752 -0.32979
C -1.90702 3.47798 -0.79760
C -2.39065 4.32124 -0.05803
C -0.29671 -3.17077 -0.62555
C -2.33797 -2.95064 0.54363
C 2.97124 -0.05863 -0.36331
C -2.30264 -1.58048 0.23971
H -3.10515 -3.33142 1.10771
H -2.92342 -0.96212 0.83301
H 2.66391 -3.09983 -1.82558
H 1.86727 1.98150 0.59949
H 4.28440 -2.28410 -1.03155
H 3.76603 -0.23826 -0.08768
H -1.96287 3.52867 -1.90532
H -0.11966 2.09799 -0.82011
H -0.06439 0.71050 2.03769
H 2.76323 -2.93533 0.01094
H -3.14146 4.82708 2.01998
H 3.05787 0.86827 -0.73230
H 0.50945 2.11638 2.82884
H -1.30141 3.33951 2.95330
H -1.06138 0.12354 -0.64845
```

Values from the calculation:
Frontier orbital gap   6.953 eV
E_tot   -53309.292 eV
E_HOMO   -0.31849 Ha
LUMO   -1.714 eV
SMILES string   CN(CC(=O)NCc1ccc(F)cc1)S(=O)(=O)c1cccc2nsnc12

Atomic partial charges in e from the Löwdin method, atoms 1 to 2: number 1, S, carries 0.947; number 2, S, carries 0.797